# 1
C13H18Cl11F9O5S2 | ωB97M-V/def2-TZVPD

Properties
HOMO energy: -10.343 eV
Electronic energy: -7639.5554 Ha

Structure (ORCA input):
```
! RIJCOSX wB97M-V def2-TZVPD def2/J DEFGRID3
* xyz 0 1
O -2.12184 -1.19643 0.97649
S -1.83897 -2.13968 1.99266
O -1.08845 -3.37298 1.23317
C 0.16653 -2.96348 0.65270
C 1.10976 -2.14180 1.54264
C 1.22039 -0.66307 1.11907
C 0.54827 0.32152 2.08772
S 1.62626 1.66104 2.51120
O 2.81260 1.17141 3.09284
O 1.77820 2.56470 1.44636
Cl 0.59802 2.69320 3.96784
O -3.26252 -2.89536 2.44636
C -4.15308 -3.21911 1.44898
F -3.61052 -3.37694 0.29034
F -4.64632 -4.40648 1.75485
C -5.38468 -2.28682 1.36962
F -6.11907 -2.57107 0.34466
F -6.11189 -2.55291 2.42916
C -5.13260 -0.76902 1.41196
F -4.37296 -0.42148 2.39981
F -6.30508 -0.23567 1.68372
C -4.65214 -0.10413 0.09040
F -5.64485 0.52180 -0.46830
F -3.74937 0.76513 0.35306
F -4.20836 -0.95318 -0.78335
H 0.02752 -2.45267 -0.29059
H 0.66231 -3.89054 0.43136
H 0.91929 -2.25488 2.59874
H 2.09512 -2.55142 1.38546
H 0.70592 -0.56870 0.17522
H 2.24955 -0.37408 0.97045
H -0.33183 0.73812 1.61456
H 0.19254 -0.17962 2.97168
C -2.69018 2.35135 -2.62223
Cl -1.07341 1.76743 -3.03777
Cl -3.70639 2.53805 -4.05642
H -3.15440 1.63707 -1.95612
H -2.59579 3.31232 -2.13345
C 5.26151 2.76695 0.27919
Cl 5.40895 1.04782 0.65758
Cl 6.77277 3.44929 -0.34550
H 4.48742 2.89225 -0.46800
H 4.99421 3.29647 1.18502
C -1.41596 3.07618 1.57390
Cl -2.32763 1.86185 2.47193
Cl -0.82750 2.44446 0.02725
H -2.06114 3.92537 1.38373
H -0.56661 3.37834 2.17058
C 6.60260 -0.86611 -2.99770
Cl 6.93610 0.60476 -2.08268
Cl 5.65394 -2.02426 -2.04916
H 6.04326 -0.60361 -3.88580
H 7.54154 -1.33252 -3.27068
C 3.22124 0.58712 -5.25550
Cl 4.77518 0.84740 -6.05844
Cl 3.34602 -0.61818 -3.96719
H 2.89216 1.52439 -4.82381
H 2.50437 0.24042 -5.98959
*
```

=====

# 2
C17H45FNO8P4 | ωB97M-V/def2-TZVPD

Properties
HOMO energy: -3.372 eV
Electronic energy: -2796.4438 Ha

Structure (ORCA input):
```
! RIJCOSX wB97M-V def2-TZVPD def2/J DEFGRID3
* xyz -1 1
C 3.73404 0.53430 -0.57488
C 2.59052 1.34359 -0.77741
P 2.47489 3.20609 -0.37900
P 4.43160 3.66592 -1.36835
N 4.95828 5.09062 -0.76597
C 0.85920 3.01565 0.66408
F 0.72997 1.62777 1.06890
C -0.44288 3.59011 -0.03489
C -0.92158 2.78801 -1.32618
H 3.89852 -0.39602 -1.19132
H 4.42851 0.86655 0.24538
H 1.68281 0.77622 -1.18035
H 3.22567 3.07418 0.87222
H 2.35874 4.65509 -0.19100
H 1.74917 3.38002 -1.62533
H 5.46103 2.71305 -0.99896
H 4.29603 3.80598 -2.79538
H 5.06203 5.77846 -1.51802
H 1.02749 3.61966 1.62148
H -1.29291 3.51149 0.72716
H -0.35757 4.68505 -0.31873
H -2.02801 3.02281 -1.49619
H -0.38928 3.17806 -2.25512
H -0.84438 1.66687 -1.21443
O -4.06981 1.89051 -2.98607
P -4.48368 0.62058 -3.73159
O -5.73524 1.28965 -4.59024
C -5.41934 2.10521 -5.71094
C -4.95067 1.27375 -6.89205
O -5.32409 -0.02536 -2.45212
C -4.90003 0.22291 -1.11164
C -5.76617 1.29775 -0.48049
O -4.70873 -0.85244 -4.56408
C -5.76789 -1.77410 -4.31762
C -7.16022 -1.24990 -4.60873
H -4.66442 2.84836 -5.43486
H -6.33042 2.64355 -5.98247
H -3.99749 0.78416 -6.67297
H -4.81743 1.90043 -7.77655
H -5.67070 0.48580 -7.12247
H -3.84179 0.48967 -1.07545
H -5.01073 -0.70981 -0.55179
H -5.83248 2.18745 -1.10736
H -5.37506 1.58783 0.49722
H -6.78818 0.93079 -0.35157
H -5.69715 -2.17734 -3.30610
H -5.58052 -2.61855 -4.98837
H -7.46354 -0.49154 -3.88541
H -7.88832 -2.06360 -4.55646
H -7.21256 -0.80012 -5.60183
O 5.21688 -3.34602 2.66248
P 3.93346 -3.59423 3.46007
O 3.57732 -2.01019 3.77773
C 3.02524 -1.21760 2.72567
C 1.57386 -1.57343 2.46543
O 4.72197 -4.01335 4.86489
C 5.98164 -4.67648 4.81513
C 7.10287 -3.68830 5.08151
O 2.46904 -4.06991 4.19855
C 2.23667 -4.09685 5.60425
C 2.29415 -2.74756 6.29264
H 3.62108 -1.33053 1.81537
H 3.09291 -0.17383 3.03864
H 1.48404 -2.59280 2.07516
H 1.13476 -0.88799 1.73777
H 0.99140 -1.53050 3.38859
H 6.11955 -5.19069 3.86152
H 5.98149 -5.44588 5.59282
H 7.02856 -2.80703 4.44420
H 8.07839 -4.15395 4.92157
H 7.05301 -3.33117 6.11359
H 2.89575 -4.82012 6.08821
H 1.22270 -4.49159 5.72408
H 3.31205 -2.35643 6.32630
H 1.94134 -2.83476 7.32379
H 1.67468 -2.01396 5.77430
*
```

=====

# 3
C7H17IN2O3P | ωB97M-V/def2-TZVPD

Properties
Structure (SMILES): CNP(I)OC[C@@H]1C[NH2+][C@H](O)[C@H](C)O1
HOMO energy: -11.604 eV
Electronic energy: -1250.9114 Ha
Energy above the lowest of the compared OMol25 structures with the same formula, charge and spin: 32.1 kcal per mole

Structure (ORCA input):
```
! RIJCOSX wB97M-V def2-TZVPD def2/J DEFGRID3
* xyz 1 1
C 1.94843 -0.46075 -1.29963
C 1.67622 1.22777 0.53718
C 1.51389 -1.68791 -0.39435
C 1.26694 0.03219 1.36028
C 0.54272 -2.59642 -1.17470
C -4.14150 1.37811 -0.77820
C 0.04682 0.53308 2.22957
N -3.10034 1.40622 0.25251
N 2.55372 0.74661 -0.60690
O 0.96955 0.16612 -1.95698
O 0.65366 -1.00375 0.60251
O -0.96700 1.08108 1.45609
P -1.79175 0.37817 0.16490
I -2.65969 -1.80615 1.20465
H 2.49646 -0.78266 -2.13688
H 0.25009 0.39150 -1.30904
H 0.88505 1.64259 -0.01314
H 2.14664 1.87710 1.28219
H 2.41520 -2.08334 -0.05303
H 1.96258 -0.55161 1.94704
H -0.23659 -2.09615 -1.72593
H 0.30751 -3.36038 -0.47256
H 1.21594 -3.12766 -1.93247
H -3.74205 1.76588 -1.64131
H -4.52071 0.31521 -0.92288
H -4.85308 1.92157 -0.30499
H 0.42197 1.20681 3.01715
H -0.29592 -0.33510 2.99088
H -3.28722 1.62464 1.19079
H 3.57278 0.74516 -0.20412
H 2.74971 1.45206 -1.30863
*
```

=====

# 4
C4H7NO2 | ωB97M-V/def2-TZVPD

Properties
Structure (SMILES): C[C@@]1(O)C=CON1
HOMO energy: -8.691 eV
Electronic energy: -361.7446 Ha
Energy above the lowest of the compared OMol25 structures with the same formula, charge and spin: 85.5 kcal per mole

Structure (ORCA input):
```
! RIJCOSX wB97M-V def2-TZVPD def2/J DEFGRID3
* xyz 0 1
C 0.27464 -0.05842 1.18727
C -0.62921 0.87754 1.65040
C 0.01833 -0.37039 -0.20711
C 1.24275 -0.26586 -1.21248
N -1.20626 0.62657 -0.51791
O -1.55432 1.19277 0.72586
O -0.51003 -1.63192 -0.39947
H 1.19192 -0.30393 1.65781
H -0.90307 1.23282 2.60939
H 0.89385 0.00431 -2.16450
H 1.50727 -1.31473 -1.25926
H 2.00223 0.40215 -0.84888
H -0.90935 1.33008 -1.10015
H -1.41874 -1.72099 -0.12097
*
```

=====

# 5
C29H40N2O5PS2 | ωB97M-V/def2-TZVPD

Properties
HOMO energy: -4.883 eV
Electronic energy: -2752.4357 Ha

Structure (ORCA input):
```
! RIJCOSX wB97M-V def2-TZVPD def2/J DEFGRID3
* xyz -1 1
C 1.52149 3.74148 0.75294
C 0.79690 3.44029 2.08073
C 0.20980 2.00543 2.10343
O -0.63786 1.92177 3.20641
P -1.57763 0.40739 3.29249
C -0.53119 -0.30610 4.72660
C 0.97519 -0.17406 4.53330
O 1.76452 -0.83663 5.58550
C 1.96935 -2.13530 5.30717
O 2.98538 -2.58575 4.81418
O -2.47880 -1.08424 3.20464
C -3.06226 -1.28161 1.93571
C -4.34337 -2.11684 1.87028
C -2.99627 0.10450 1.21446
C -4.01895 0.45902 0.10040
C -3.23709 0.68174 -1.20039
C -4.08804 1.23393 -2.36845
S -3.04503 2.29706 -3.46961
C -1.53960 1.37981 -3.80259
S -0.32847 1.22605 -2.75082
N -1.45670 0.80347 -5.15000
C -0.66750 1.68339 -5.98879
C 0.69220 1.89488 -5.87383
C 1.35168 2.77947 -6.69161
C 0.65467 3.48882 -7.64837
C -0.70191 3.29126 -7.78349
C -1.34461 2.39480 -6.95684
C -1.03079 -0.55959 -5.16429
C -0.11494 -1.09721 -6.04945
C 0.20944 -2.43529 -6.00630
C -0.34607 -3.27814 -5.08080
C -1.28608 -2.76144 -4.19945
C -1.60763 -1.43586 -4.25158
O -2.69500 1.12214 2.12750
H 2.29035 4.50538 0.95028
H 0.86029 4.16799 -0.00825
H 2.07095 2.87218 0.37010
H -0.02896 4.12966 2.27596
H 1.54706 3.46469 2.88157
H 1.09155 1.33790 2.18260
H -0.30705 1.81480 1.14450
H -0.64156 -0.07864 2.31806
H -2.39319 1.01892 4.29264
H -0.74721 -1.37485 4.86096
H -0.79440 0.26799 5.62423
H 1.27172 -0.55776 3.54486
H 1.29992 0.86947 4.54721
H 1.13340 -2.81876 5.56462
H -2.32399 -1.92297 1.40336
H -5.18207 -1.59338 2.34584
H -4.57870 -2.25537 0.80575
H -4.16372 -3.11863 2.27124
H -2.04454 0.00956 0.64696
H -4.48646 1.40068 0.42851
H -4.82957 -0.27442 0.02130
H -2.76183 -0.25179 -1.52049
H -2.47991 1.43897 -0.97789
H -4.87706 1.88408 -1.97452
H -4.58436 0.44680 -2.94561
H 1.25171 1.36622 -5.10484
H 2.41604 2.96873 -6.58529
H 1.15020 4.19947 -8.30520
H -1.29694 3.83499 -8.51225
H -2.42066 2.25471 -7.03549
H 0.33034 -0.45005 -6.79916
H 0.92130 -2.88154 -6.69677
H -0.08826 -4.33097 -5.01952
H -1.76380 -3.39522 -3.45661
H -2.34655 -1.03631 -3.55893
N 6.19042 -4.01065 5.77049
C 5.73781 -2.74305 6.00804
C 6.68849 -2.09386 6.75222
C 7.75868 -3.00683 6.96667
C 7.42200 -4.18028 6.34614
H 5.69234 -4.70961 5.25115
H 4.77881 -2.42098 5.62559
H 6.62475 -1.07708 7.10311
H 8.66970 -2.82204 7.51280
H 7.94812 -5.11680 6.26494
*
```

=====

So what do the calculations give for Kohn-Sham gap? Going down the list: 10.46 3.35 8.30 9.63 5.85 eV.